Record 1
C67H68BrF7N10O5S | ωB97M-V/def2-TZVPD

```
! wB97M-V def2-TZVPD RIJCOSX def2/J DEFGRID3
* xyz 0 1
C -1.670 -1.206 -2.799
O -0.538 -1.128 -1.935
C 0.613 -0.680 -2.646
C 0.628 0.893 -2.687
C 1.126 1.484 -4.034
C 1.880 2.820 -3.862
C 0.916 3.973 -3.422
C 1.630 5.046 -2.574
C 0.653 5.876 -1.679
C -0.188 4.960 -0.800
C 0.253 4.333 0.290
S 1.913 4.503 0.953
O 1.780 4.369 2.380
O 2.487 5.793 0.700
C 3.103 3.225 0.283
F 2.487 2.545 -0.684
F 4.082 3.915 -0.313
C 3.806 2.329 1.347
F 4.333 3.030 2.338
F 4.852 1.761 0.710
C 2.983 1.148 1.937
F 3.863 0.390 2.618
F 2.438 0.362 1.032
F 2.064 1.513 2.804
C -0.743 3.413 0.992
O -0.449 2.420 1.562
C -2.220 3.770 0.908
C -2.651 4.376 -0.173
Br -4.501 4.838 -0.424
C -1.646 4.717 -1.245
O -1.913 4.835 -2.374
H -1.392 -1.589 -3.796
H -2.164 -0.224 -2.928
H -2.396 -1.897 -2.367
H 1.475 -0.965 -2.021
H 0.720 -1.132 -3.647
H 1.228 1.201 -1.818
H -0.417 1.188 -2.476
H 1.825 0.769 -4.498
H 0.238 1.645 -4.669
H 2.712 2.760 -3.144
H 2.242 3.110 -4.866
H 0.076 3.479 -2.907
H 0.478 4.488 -4.294
H 2.088 5.766 -3.274
H 2.445 4.651 -1.953
H 1.147 6.698 -1.150
H -0.054 6.350 -2.385
H -2.917 3.491 1.699
C -6.835 -1.787 -4.803
C -6.624 -1.463 -3.473
C -5.328 -1.512 -2.984
N -4.270 -1.855 -3.719
C -4.495 -2.165 -4.997
C -5.750 -2.146 -5.586
H -7.833 -1.761 -5.224
H -7.446 -1.179 -2.828
H -5.112 -1.263 -1.949
H -3.615 -2.443 -5.569
H -5.873 -2.405 -6.629
C -1.697 -1.938 3.180
C -1.097 -0.822 2.620
C -1.761 -0.169 1.592
N -2.945 -0.559 1.108
C -3.502 -1.637 1.662
C -2.925 -2.358 2.695
H -1.211 -2.473 3.986
H -0.139 -0.465 2.972
H -1.339 0.708 1.124
H -4.461 -1.930 1.247
H -3.425 -3.224 3.109
C 3.501 7.385 3.966
C 4.030 8.294 3.064
C 4.520 9.494 3.554
N 4.509 9.828 4.847
C 3.994 8.939 5.698
C 3.481 7.709 5.313
H 3.109 6.435 3.622
H 4.061 8.076 2.005
H 4.947 10.236 2.887
H 3.997 9.238 6.741
H 3.077 7.026 6.048
C 4.718 -2.862 0.965
C 5.286 -1.803 0.275
C 4.604 -1.294 -0.819
N 3.433 -1.766 -1.250
C 2.905 -2.787 -0.573
C 3.502 -3.367 0.536
H 5.217 -3.288 1.826
H 6.235 -1.381 0.578
H 5.007 -0.462 -1.389
H 1.953 -3.149 -0.948
H 3.026 -4.192 1.048
C -1.120 -6.346 -5.349
C -0.681 -5.507 -6.359
C -0.219 -4.247 -6.009
N -0.176 -3.790 -4.756
C -0.607 -4.617 -3.796
C -1.083 -5.896 -4.040
H -1.487 -7.340 -5.577
H -0.694 -5.821 -7.394
H 0.138 -3.556 -6.767
H -0.565 -4.220 -2.787
H -1.418 -6.525 -3.225
C 2.795 -3.421 7.250
C 3.418 -2.622 6.307
C 2.668 -2.172 5.231
N 1.381 -2.465 5.049
C 0.799 -3.239 5.969
C 1.457 -3.739 7.082
H 3.345 -3.793 8.106
H 4.462 -2.353 6.401
H 3.110 -1.541 4.468
H -0.248 -3.463 5.795
H 0.934 -4.360 7.798
C 1.519 0.581 7.082
C 2.033 1.479 6.166
C 2.516 2.691 6.635
N 2.508 3.042 7.924
C 2.003 2.159 8.790
C 1.500 0.919 8.424
H 1.134 -0.375 6.749
H 2.060 1.247 5.112
H 2.932 3.427 5.955
H 2.009 2.473 9.829
H 1.106 0.240 9.169
C -4.934 -11.094 -4.264
C -3.688 -11.638 -3.995
C -2.579 -10.809 -4.065
N -2.639 -9.514 -4.380
C -3.851 -9.011 -4.638
C -5.021 -9.752 -4.592
H -5.822 -11.703 -4.220
H -3.578 -12.683 -3.736
H -1.584 -11.190 -3.859
H -3.871 -7.956 -4.895
H -5.975 -9.291 -4.809
C -10.229 -11.110 -2.041
C -9.996 -10.204 -3.062
C -8.769 -10.242 -3.705
N -7.795 -11.101 -3.397
C -8.041 -11.964 -2.409
C -9.233 -12.012 -1.705
H -11.175 -11.114 -1.514
H -10.748 -9.483 -3.354
H -8.543 -9.553 -4.513
H -7.230 -12.648 -2.179
H -9.377 -12.736 -0.914
C 6.681 14.514 1.890
C 7.184 13.726 0.867
C 6.454 12.614 0.477
N 5.295 12.255 1.033
C 4.830 13.027 2.017
C 5.479 14.161 2.479
H 7.221 15.392 2.223
H 8.120 13.968 0.382
H 6.806 11.969 -0.321
H 3.888 12.708 2.450
H 5.054 14.750 3.280
*
```

Output
Highest occupied orbital energy ... -8.59 eV
Total energy ... -195615.036 eV
E_LUMO ... -1.63 eV
Structure (SMILES) ... COCCCCCCCC1=C(S(=O)(=O)C(F)(F)C(F)(F)C(F)(F)F)C(=O)C=C(Br)C1=O.c1ccncc1.c1ccncc1.c1ccncc1.c1ccncc1.c1ccncc1.c1ccncc1.c1ccncc1.c1ccncc1.c1ccncc1.c1ccncc1

These are the Löwdin partial charges, in e, on atoms 1 to 99: atom 1 (C): -0.146, atom 2 (O): -0.212, atom 3 (C): -0.223, atom 4 (C): -0.157, atom 5 (C): -0.190, atom 6 (C): -0.196, atom 7 (C): -0.185, atom 8 (C): -0.164, atom 9 (C): -0.114, atom 10 (C): -0.076, atom 11 (C): -0.108, atom 12 (S): 0.791, atom 13 (O): -0.271, atom 14 (O): -0.252, atom 15 (C): -0.448, atom 16 (F): 0.117, atom 17 (F): 0.131, atom 18 (C): -0.376, atom 19 (F): 0.189, atom 20 (F): 0.154, atom 21 (C): -0.565, atom 22 (F): 0.155, atom 23 (F): 0.202, atom 24 (F): 0.178, atom 25 (C): -0.329, atom 26 (O): 0.117, atom 27 (C): -0.005, atom 28 (C): -0.563, atom 29 (Br): 0.779, atom 30 (C): -0.373, atom 31 (O): 0.155, atom 32 (H): 0.067, atom 33 (H): 0.081, atom 34 (H): 0.060, atom 35 (H): 0.077, atom 36 (H): 0.110, atom 37 (H): 0.088, atom 38 (H): 0.102, atom 39 (H): 0.110, atom 40 (H): 0.119, atom 41 (H): 0.098, atom 42 (H): 0.109, atom 43 (H): 0.087, atom 44 (H): 0.123, atom 45 (H): 0.125, atom 46 (H): 0.080, atom 47 (H): 0.119, atom 48 (H): 0.123, atom 49 (H): 0.134, atom 50 (C): -0.086, atom 51 (C): -0.072, atom 52 (C): -0.137, atom 53 (N): 0.051, atom 54 (C): -0.136, atom 55 (C): -0.074, atom 56 (H): 0.103, atom 57 (H): 0.100, atom 58 (H): 0.106, atom 59 (H): 0.105, atom 60 (H): 0.100, atom 61 (C): -0.076, atom 62 (C): -0.051, atom 63 (C): -0.139, atom 64 (N): 0.061, atom 65 (C): -0.168, atom 66 (C): -0.078, atom 67 (H): 0.072, atom 68 (H): 0.092, atom 69 (H): 0.072, atom 70 (H): 0.095, atom 71 (H): 0.097, atom 72 (C): -0.073, atom 73 (C): -0.064, atom 74 (C): -0.154, atom 75 (N): 0.048, atom 76 (C): -0.164, atom 77 (C): -0.073, atom 78 (H): 0.088, atom 79 (H): 0.099, atom 80 (H): 0.079, atom 81 (H): 0.099, atom 82 (H): 0.100, atom 83 (C): -0.083, atom 84 (C): -0.080, atom 85 (C): -0.158, atom 86 (N): 0.056, atom 87 (C): -0.140, atom 88 (C): -0.064, atom 89 (H): 0.105, atom 90 (H): 0.104, atom 91 (H): 0.105, atom 92 (H): 0.107, atom 93 (H): 0.103, atom 94 (C): -0.086, atom 95 (C): -0.077, atom 96 (C): -0.159, atom 97 (N): 0.060, atom 98 (C): -0.144, atom 99 (C): -0.067

Record 2
C67H75Cl4Ge2N9O4PSTl | ωB97M-V/def2-TZVPD

```
! wB97M-V def2-TZVPD RIJCOSX def2/J DEFGRID3
* xyz -1 2
Tl -0.497 -0.622 0.579
C -1.106 -0.021 -4.837
C -2.145 0.666 -4.041
N -3.300 1.051 -4.477
N -3.891 1.592 -3.359
C -3.149 1.529 -2.240
S -3.535 2.028 -0.698
N -2.004 0.943 -2.701
N -0.938 0.613 -1.887
H -1.428 -0.074 -5.875
H -0.947 -1.032 -4.448
H -0.155 0.514 -4.766
H -4.822 1.956 -3.404
H -0.471 -0.316 -2.115
H -0.272 1.377 -1.793
Cl -0.423 -1.942 8.008
C -0.649 -2.277 6.323
C 0.105 -3.251 5.685
Cl 1.303 -4.136 6.574
C -0.119 -3.544 4.330
Cl 0.655 -4.908 3.591
C -1.029 -2.804 3.567
O -1.350 -3.009 2.322
C -1.769 -1.790 4.234
O -2.686 -1.163 3.489
C -1.629 -1.584 5.593
Cl -2.747 -0.533 6.388
Ge -3.507 -2.346 2.271
C -3.413 -2.834 0.376
C -3.333 -1.921 -0.678
C -3.411 -2.350 -1.998
C -3.568 -3.698 -2.282
C -3.637 -4.620 -1.243
C -3.561 -4.190 0.076
C -5.129 -1.216 2.389
C -5.713 -1.021 3.646
C -6.784 -0.153 3.813
C -7.286 0.551 2.722
C -6.730 0.361 1.466
C -5.663 -0.522 1.301
H -3.790 -3.585 3.142
H -3.251 -0.855 -0.479
H -3.359 -1.629 -2.808
H -3.618 -4.033 -3.312
H -3.748 -5.676 -1.462
H -3.622 -4.914 0.883
H -5.310 -1.545 4.508
H -7.217 -0.010 4.798
H -8.103 1.252 2.856
H -7.109 0.911 0.610
H -5.245 -0.659 0.312
N 0.179 -1.852 -1.488
P 1.460 -2.686 -1.557
N 2.702 -2.110 -2.576
C 2.298 -1.397 -3.772
C 2.843 0.021 -3.769
C 4.369 -0.022 -3.655
C 4.785 -0.805 -2.408
C 4.141 -2.194 -2.419
N 1.194 -4.256 -2.106
C 2.285 -5.109 -2.541
C 2.326 -5.211 -4.065
C 0.971 -5.691 -4.593
C -0.152 -4.776 -4.099
C -0.122 -4.662 -2.575
N 2.420 -2.998 -0.189
C 2.866 -1.812 0.548
C 4.101 -2.142 1.380
C 3.795 -3.300 2.333
C 3.188 -4.485 1.579
C 1.983 -4.039 0.755
H 1.214 -1.393 -3.805
H 2.668 -1.920 -4.672
H 2.413 0.542 -2.903
H 2.544 0.548 -4.677
H 4.792 0.988 -3.636
H 4.777 -0.524 -4.542
H 4.459 -0.261 -1.515
H 5.874 -0.905 -2.358
H 4.370 -2.737 -1.506
H 4.572 -2.757 -3.266
H 2.146 -6.117 -2.118
H 3.225 -4.717 -2.150
H 3.128 -5.887 -4.383
H 2.545 -4.215 -4.468
H 0.786 -6.708 -4.225
H 0.981 -5.735 -5.685
H -1.126 -5.154 -4.426
H -0.019 -3.772 -4.523
H -0.391 -5.635 -2.134
H -0.831 -3.922 -2.224
H 2.078 -1.471 1.236
H 3.053 -0.997 -0.150
H 4.416 -1.257 1.940
H 4.918 -2.415 0.703
H 3.076 -2.961 3.087
H 4.702 -3.608 2.860
H 2.894 -5.266 2.284
H 3.933 -4.909 0.895
H 1.202 -3.650 1.417
H 1.558 -4.871 0.201
C -3.414 2.170 2.997
Ge -1.462 2.063 2.801
C -0.747 2.072 4.652
C -1.364 2.920 5.574
C -0.855 3.064 6.859
C 0.280 2.356 7.244
C 0.895 1.500 6.341
C 0.383 1.363 5.055
C -0.634 3.812 2.243
C 0.704 3.934 2.539
C 1.449 5.093 2.225
C 0.841 6.152 1.615
C -0.540 6.095 1.303
C -1.191 7.187 0.670
C -2.516 7.127 0.351
C -3.259 5.960 0.644
C -2.661 4.895 1.251
C -1.284 4.920 1.611
H -3.710 3.129 3.431
H -3.707 1.350 3.657
H -3.914 2.032 2.036
H -2.257 3.471 5.292
H -1.352 3.719 7.567
H 0.675 2.464 8.249
H 1.766 0.927 6.643
H 0.854 0.662 4.370
H 1.209 3.129 3.052
H 2.504 5.131 2.477
H 1.397 7.051 1.368
H -0.607 8.072 0.440
H -2.999 7.966 -0.135
H -4.308 5.909 0.377
H -3.229 3.995 1.439
C 1.884 3.603 -6.157
O 2.173 3.565 -4.769
C 1.121 3.394 -3.920
C -0.200 3.327 -4.316
C -1.193 3.213 -3.346
C -0.860 3.194 -2.005
C 0.474 3.263 -1.606
C 1.469 3.327 -2.564
N 2.859 3.425 -2.307
C 3.644 3.212 -1.255
C 3.522 2.563 -0.039
C 4.658 2.735 0.840
C 4.715 2.180 2.067
C 3.610 1.384 2.521
C 2.535 1.163 1.737
C 2.432 1.685 0.383
O 1.482 1.394 -0.354
H 1.244 4.452 -6.406
H 1.399 2.680 -6.484
H 2.837 3.706 -6.666
H -0.468 3.362 -5.365
H -2.234 3.151 -3.646
H -1.638 3.108 -1.262
H 0.727 3.280 -0.553
H 3.358 3.742 -3.125
H 4.624 3.646 -1.428
H 5.480 3.351 0.488
H 5.576 2.336 2.704
H 3.640 0.954 3.518
H 1.702 0.569 2.090
*
```

Output
ΔE to the lowest compared entry with this formula, charge and spin ... 0.918 eV
Highest occupied orbital energy (spin up / spin down) ... -4.39 / -4.78 eV
Total energy ... -280238.741 eV
E_LUMO (spin up / spin down) ... 1.25 / 1.24 eV

These are the Löwdin partial charges, in e, on atoms 1 to 99: atom 1 (Tl): 0.803, atom 2 (C): 0.013, atom 3 (C): -0.372, atom 4 (N): 0.127, atom 5 (N): 0.016, atom 6 (C): -0.806, atom 7 (S): 0.692, atom 8 (N): -0.115, atom 9 (N): 0.058, atom 10 (H): 0.088, atom 11 (H): 0.074, atom 12 (H): 0.071, atom 13 (H): 0.144, atom 14 (H): 0.013, atom 15 (H): 0.039, atom 16 (Cl): 0.626, atom 17 (C): -0.719, atom 18 (C): -0.711, atom 19 (Cl): 0.628, atom 20 (C): -0.578, atom 21 (Cl): 0.751, atom 22 (C): -0.441, atom 23 (O): -0.247, atom 24 (C): -0.379, atom 25 (O): -0.238, atom 26 (C): -0.607, atom 27 (Cl): 0.708, atom 28 (Ge): 0.941, atom 29 (C): -0.278, atom 30 (C): -0.160, atom 31 (C): -0.083, atom 32 (C): -0.107, atom 33 (C): -0.093, atom 34 (C): -0.100, atom 35 (C): -0.259, atom 36 (C): -0.122, atom 37 (C): -0.100, atom 38 (C): -0.110, atom 39 (C): -0.102, atom 40 (C): -0.112, atom 41 (H): 0.046, atom 42 (H): 0.036, atom 43 (H): 0.092, atom 44 (H): 0.097, atom 45 (H): 0.098, atom 46 (H): 0.096, atom 47 (H): 0.090, atom 48 (H): 0.095, atom 49 (H): 0.092, atom 50 (H): 0.094, atom 51 (H): 0.068, atom 52 (N): -0.311, atom 53 (P): 0.537, atom 54 (N): -0.198, atom 55 (C): -0.236, atom 56 (C): -0.184, atom 57 (C): -0.199, atom 58 (C): -0.178, atom 59 (C): -0.222, atom 60 (N): -0.222, atom 61 (C): -0.218, atom 62 (C): -0.187, atom 63 (C): -0.209, atom 64 (C): -0.187, atom 65 (C): -0.221, atom 66 (N): -0.207, atom 67 (C): -0.243, atom 68 (C): -0.169, atom 69 (C): -0.193, atom 70 (C): -0.210, atom 71 (C): -0.225, atom 72 (H): 0.067, atom 73 (H): 0.113, atom 74 (H): 0.106, atom 75 (H): 0.100, atom 76 (H): 0.096, atom 77 (H): 0.109, atom 78 (H): 0.096, atom 79 (H): 0.109, atom 80 (H): 0.090, atom 81 (H): 0.117, atom 82 (H): 0.119, atom 83 (H): 0.097, atom 84 (H): 0.105, atom 85 (H): 0.092, atom 86 (H): 0.108, atom 87 (H): 0.100, atom 88 (H): 0.102, atom 89 (H): 0.104, atom 90 (H): 0.122, atom 91 (H): 0.068, atom 92 (H): 0.063, atom 93 (H): 0.088, atom 94 (H): 0.096, atom 95 (H): 0.107, atom 96 (H): 0.107, atom 97 (H): 0.106, atom 98 (H): 0.064, atom 99 (H): 0.110

Which of these has the lowest total energy? C67H75Cl4Ge2N9O4PSTl

Look up the total energy of the second one. -280238.741 eV

The highest total energy belongs to which entry? C67H68BrF7N10O5S

What is the formula in the first record? C67H68BrF7N10O5S